Formula: C31H32FN6O10Pd
Source: the Open Molecules 2025 dataset
Level of theory: ωB97M-V with the def2-TZVPD basis set

As for the expectation value of S²: 6.017. Its multiplicity is 5. The value obtained for the gap between HOMO and LUMO (alpha / beta) is 7.346 / 6.520 eV. The LUMO energy (alpha / beta) comes out at -0.128 / -0.171 Ha. The total charge is +1.

Positions of all 81 atoms, in Å:
Pd (-1.50157, 2.44917, 0.58179)
O (-2.70828, 8.98594, -0.86142)
C (-3.70897, 8.45822, -0.28997)
O (-4.80548, 8.73765, 0.06923)
C (-3.04939, 7.03207, -0.05052)
C (-2.46488, 6.77155, 1.17816)
C (-2.06948, 5.46877, 1.42652)
N (-2.22489, 4.51455, 0.51141)
C (-2.76186, 4.78219, -0.67754)
C (-3.18435, 6.05729, -1.01832)
C (-2.87988, 3.61959, -1.65985)
O (-3.40031, 3.80076, -2.73205)
O (-2.37510, 2.48176, -1.25662)
H (-2.33376, 7.54135, 1.92467)
H (-1.61541, 5.16958, 2.36315)
H (-3.60136, 6.23298, -1.99982)
C (-3.89318, -4.89245, 0.35179)
C (-3.10593, -4.38183, 1.54845)
N (-2.39464, -3.13219, 1.25895)
C (-2.95877, -1.96606, 1.61912)
C (-2.45619, -0.72215, 1.36284)
C (-3.30354, 0.41745, 1.89043)
O (-4.39497, 0.16545, 2.35445)
O (-2.82969, 1.63279, 1.86393)
C (-1.23914, -0.61278, 0.62686)
O (-0.67549, 0.43701, 0.27820)
C (-0.61510, -1.88730, 0.24093)
C (0.59108, -1.85245, -0.45823)
C (1.19784, -3.01825, -0.82809)
F (2.38933, -2.96781, -1.45633)
C (0.62161, -4.26648, -0.56124)
C (-0.57863, -4.30015, 0.12585)
C (-1.20075, -3.11976, 0.55246)
N (1.20909, -5.49889, -0.96435)
C (1.73453, -6.37534, 0.07210)
C (1.40945, -7.82062, -0.33643)
N (1.24193, -7.84633, -1.83399)
C (2.29735, -7.01852, -2.50430)
C (2.04027, -5.54089, -2.16118)
H (-4.40046, -5.82191, 0.60881)
H (-3.25002, -5.07478, -0.50944)
H (-4.64842, -4.16479, 0.05647)
H (-2.38472, -5.11568, 1.90990)
H (-3.77554, -4.17274, 2.38002)
H (-3.89792, -2.02572, 2.15538)
H (1.04557, -0.89669, -0.68312)
H (-1.03693, -5.26282, 0.30030)
H (1.26498, -6.15141, 1.02622)
H (2.81614, -6.24384, 0.19944)
H (0.47044, -8.16865, 0.08968)
H (2.20156, -8.52213, -0.08201)
H (0.33325, -7.43246, -2.05182)
H (1.24940, -8.80495, -2.18023)
H (2.26164, -7.20624, -3.57465)
H (3.25130, -7.37338, -2.11839)
H (1.50916, -5.04172, -2.97092)
H (3.00972, -5.05072, -2.04312)
C (2.09542, 6.01877, 0.00228)
C (3.08622, 4.99320, -0.53466)
C (2.88528, 3.55426, 0.00070)
C (3.91384, 2.61501, -0.64619)
C (3.73954, 1.16123, -0.22226)
C (3.13929, 3.58781, 1.50061)
O (4.23730, 3.75952, 1.97042)
N (2.04210, 3.43423, 2.32945)
C (0.76572, 3.17572, 1.89142)
O (-0.17367, 3.01632, 2.67774)
N (0.51893, 3.07810, 0.57217)
C (1.47486, 3.11556, -0.40639)
O (1.21567, 2.86696, -1.56228)
H (2.32346, 7.00523, -0.39956)
H (2.13692, 6.09367, 1.09132)
H (1.07058, 5.77377, -0.28580)
H (4.10761, 5.28735, -0.28590)
H (3.01012, 4.93486, -1.62171)
H (4.90526, 2.97559, -0.37169)
H (3.80456, 2.70070, -1.72708)
H (3.82707, 1.04453, 0.85993)
H (4.49762, 0.52822, -0.68349)
H (2.76154, 0.79435, -0.54001)
H (2.19417, 3.47978, 3.32738)